# 1
C2H7PS as an isolated structure in a non-equilibrium geometry, computed with wB97M-V/def2-TZVPD.

For the orbital gap, the calculation gives 9.1 eV. The calculation puts the LUMO energy at 0.5230 eV. Its charge is 0. The value obtained for the energy above the lowest of the compared OMol25 structures with the same formula, charge and spin is 22.2 kcal per mole.

Geometry as XYZ:
```
11
Properties=species:S:1:pos:R:3:forces:R:3
C -0.608561 -1.623325 -0.118256 2.8 2.1 0.3
C 0.434849 1.509949 -0.124134 0.2 -0.3 -0.1
P 1.174092 -0.106847 0.316718 -2.6 -1.4 -0.4
S 2.961578 -0.413999 -0.332647 0.0 -0.2 -0.1
H -0.637544 -1.673448 -1.194881 0.0 0.0 -0.2
H -0.287908 -2.539421 0.348207 0.0 -0.2 0.1
H -1.461084 -1.151611 0.331669 -0.3 0.1 0.2
H 0.583051 1.687737 -1.190133 0.0 0.0 0.1
H -0.626998 1.513336 0.108740 -0.1 0.0 0.0
H 0.941457 2.291723 0.442961 0.0 0.0 0.0
H 1.062169 -0.095102 1.716287 0.0 -0.1 0.0
```
Positions in Å, forces in eV/Å.

Okay, here come the Mulliken numbers, in e, for every atom: -1.002, -0.871, 0.298, -0.380, 0.305, 0.312, 0.342, 0.284, 0.307, 0.329, 0.076


# 2
A 2-piece molecular cluster, C10H10N2 overall in a non-equilibrium geometry, computed with wB97M-V/def2-TZVPD.

For the orbital gap, the calculation gives 10.2 eV. The calculation puts the LUMO energy at 0.7399 eV. Its charge is 0. The value obtained for the energy above the lowest of the compared OMol25 structures with the same formula, charge and spin is 64.9 kcal per mole.

Geometry as XYZ:
```
22
Properties=species:S:1:pos:R:3:forces:R:3
C -0.575583 -2.093424 -1.165387 1.1 -0.2 -0.7
C 0.207898 -1.482917 -2.136222 -1.2 0.6 -1.0
C -0.183299 -0.175258 -2.489943 1.1 -0.8 -0.1
N -1.125023 0.499779 -1.858082 -0.4 0.8 -0.1
C -1.753520 -0.072176 -0.850335 -2.4 -0.5 -0.7
C -1.554211 -1.401846 -0.521735 -0.2 0.2 0.4
H -0.310741 -3.050682 -0.795116 0.1 -1.0 0.0
H 0.965831 -2.002707 -2.713873 0.0 0.1 0.3
H 0.381700 0.370800 -3.250185 -0.3 -0.2 0.1
H -2.536472 0.520578 -0.301643 0.6 -0.7 -1.2
H -1.967577 -1.886878 0.337697 -0.7 0.1 0.3
C 0.514650 0.261027 0.527981 1.5 -0.1 1.4
C 1.813625 0.286733 1.073508 -1.4 0.1 -1.6
C 2.013593 1.225725 2.048235 2.0 2.5 0.9
N 1.106290 2.071476 2.624453 -0.3 -2.4 -0.8
C -0.156934 1.790498 2.254375 1.5 0.1 -0.5
C -0.468828 0.976604 1.170420 0.0 0.2 0.6
H 0.358356 -0.362600 -0.322202 0.2 0.3 0.3
H 2.577888 -0.255624 0.492826 0.0 0.4 1.0
H 3.054515 1.545883 2.284156 -0.7 -0.7 0.1
H -0.890571 2.313533 2.799618 -1.0 0.6 0.4
H -1.471587 0.921475 0.791455 0.3 0.4 0.9
```
Positions in Å, forces in eV/Å.

Okay, here come the Mulliken numbers, in e, for every atom: -0.167, -0.417, -0.129, -0.464, -0.519, -0.074, 0.374, 0.407, 0.357, 0.522, 0.302, -0.074, -0.706, -0.218, -0.566, -0.480, 0.154, 0.535, 0.302, 0.317, 0.426, 0.119


# 3
A 2-piece molecular cluster, C6H14Br3NO4P2 overall in a non-equilibrium geometry, computed with wB97M-V/def2-TZVPD.

For the orbital gap, the calculation gives 5.7 eV. The calculation puts the LUMO energy at -1.3546 eV. Its charge is 0.

Geometry as XYZ:
```
30
Properties=species:S:1:pos:R:3:forces:R:3
C -3.496357 0.755834 -0.246423 0.2 -0.2 0.3
C -2.026751 0.323695 -0.488576 -0.9 0.3 0.4
Br -2.043821 -1.112619 -1.794122 0.2 0.0 -0.2
C -1.455799 -0.158329 0.841197 0.0 -0.1 -0.3
N 0.056366 -0.317755 0.943019 -0.3 0.5 -0.1
C 0.827918 0.741848 0.172564 0.5 0.4 -0.4
C 1.306194 0.400716 -1.227846 0.5 -0.3 1.2
C 2.765234 -0.013319 -1.230731 0.2 0.1 0.0
O 3.602904 0.606528 -0.626969 -0.2 -0.3 0.2
O 3.103858 -1.080000 -1.971983 0.0 0.1 0.0
P 0.548426 -1.999987 0.541048 1.0 -0.4 0.1
O 1.930976 -2.281665 0.922395 0.0 0.1 0.1
P 0.409869 -0.100979 2.832388 -0.2 -0.7 0.3
O 1.983465 -0.276444 2.892407 -0.2 0.5 0.2
Br 0.138277 2.083220 3.011059 0.0 0.0 0.0
H -4.184538 0.018309 -0.644226 -0.1 0.1 -0.1
H -3.685799 1.725220 -0.696183 -0.1 0.0 -0.1
H -3.713828 0.827266 0.820923 0.0 0.1 0.0
H -1.511736 1.181019 -0.909029 0.4 -0.3 -0.2
H -1.770775 0.519028 1.635645 0.1 0.2 -0.1
H -1.925521 -1.117459 1.062456 0.1 -0.1 0.1
H 0.212142 1.632902 0.116569 -0.3 -0.1 0.2
H 1.708146 1.023909 0.748202 0.0 -0.2 0.1
H 1.276951 1.335302 -1.812606 0.0 -0.3 0.1
H 0.657758 -0.268783 -1.777095 -0.1 0.1 0.0
H 2.370090 -1.327465 -2.549918 0.0 0.1 -0.2
H -0.417307 -2.692316 1.285894 -0.3 0.1 -0.1
H 0.268155 -2.146686 -0.812115 -0.4 0.1 0.0
H 2.512622 0.533678 2.843509 0.3 -0.1 -0.2
Br 0.552880 1.185330 -3.881451 -0.5 0.2 -1.2
```
Positions in Å, forces in eV/Å.

Okay, here come the Mulliken numbers, in e, for every atom: -1.264, 0.433, -0.098, -1.278, 0.777, -0.967, -0.975, 0.412, -0.609, -0.487, 0.537, -0.580, 0.242, -0.337, -0.140, 0.377, 0.325, 0.359, 0.345, 0.394, 0.351, 0.310, 0.709, 0.471, 0.498, 0.373, 0.127, 0.056, 0.361, -0.720


# 4
C8H20BCsO4S2 as an isolated structure in a non-equilibrium geometry, computed with wB97M-V/def2-TZVPD.

For the orbital gap, the calculation gives 8.2 eV. The calculation puts the LUMO energy at -0.0459 eV. Its charge is 0. The value obtained for the energy above the lowest of the compared OMol25 structures with the same formula, charge and spin is 27.7 kcal per mole.

Geometry as XYZ:
```
36
Properties=species:S:1:pos:R:3:forces:R:3
Cs 0.529423 -3.067897 -2.546447 0.0 0.4 -0.5
B -0.483999 -3.536327 0.211694 -0.2 0.0 0.6
H -0.768545 -4.574354 0.135760 -1.1 -4.4 -0.3
H 0.576276 -3.484799 0.018288 4.3 0.4 -0.7
H -1.067007 -3.045954 -0.552426 -2.4 2.4 -2.6
H -0.674487 -3.213971 1.223642 -0.9 1.4 3.7
C 6.679793 -0.906088 -3.426058 0.2 -0.1 0.3
C 7.182831 -2.147019 -2.612598 -0.3 0.8 -0.2
C 5.998294 -2.731627 -1.876169 -0.3 -0.5 0.7
S 4.442937 -1.830571 -2.276923 -0.8 -2.1 -0.9
O 4.012286 -0.928495 -1.224354 0.3 -0.6 -0.9
O 3.495821 -2.884962 -2.818207 1.7 2.4 1.4
C 5.118798 -1.002772 -3.752244 1.6 -0.6 0.6
H 7.491219 -0.798310 -4.145827 -1.0 0.1 -1.3
H 6.891980 -0.014637 -2.835812 -0.6 0.0 0.4
H 8.011010 -1.768958 -2.013200 -0.4 -0.1 0.6
H 7.678912 -2.939289 -3.173236 -0.4 0.2 -0.7
H 6.148864 -2.787789 -0.798073 -0.4 0.2 0.0
H 5.793669 -3.738687 -2.239563 -0.1 0.1 0.1
H 4.556849 -0.083660 -3.918179 0.4 0.0 0.0
H 4.866434 -1.763986 -4.490469 0.2 0.3 -0.3
C 0.555958 -8.644925 -1.947347 -0.2 1.5 -0.9
C 1.786078 -8.065841 -1.278411 2.7 -1.1 -0.5
C 2.030009 -6.627402 -1.811187 -1.0 -0.8 -0.1
S 1.541276 -6.692160 -3.646340 -0.2 -0.4 1.6
O 2.703336 -7.027889 -4.493088 -1.8 0.8 1.4
O 0.652097 -5.576978 -3.925786 0.7 0.0 -0.6
C 0.534254 -8.167559 -3.434646 0.7 -1.6 0.2
H -0.276249 -8.167226 -1.430295 -0.4 -0.4 -0.2
H 0.433316 -9.726662 -2.001162 0.2 0.1 0.6
H 2.676346 -8.658136 -1.489885 0.1 -0.4 -0.5
H 1.787796 -8.144988 -0.191290 -0.6 0.6 0.0
H 2.986103 -6.108169 -1.745026 0.1 -0.6 0.1
H 1.311628 -6.171199 -1.130086 -0.4 1.4 -1.0
H 1.152304 -8.819926 -4.051510 -0.1 -0.6 0.1
H -0.488534 -8.300840 -3.787129 0.1 1.2 -0.4
```
Positions in Å, forces in eV/Å.

Okay, here come the Mulliken numbers, in e, for every atom: 1.135, 0.205, -0.282, -0.343, -0.368, -0.235, -0.690, -0.638, -0.596, 1.010, -0.650, -0.640, -0.695, 0.362, 0.357, 0.279, 0.337, 0.414, 0.306, 0.452, 0.337, -0.555, -0.844, -0.500, 1.103, -0.654, -0.696, -0.695, 0.312, 0.320, 0.331, 0.420, 0.379, 0.290, 0.362, 0.372